{"formula": "C17H23N3O3S", "method": "ωB97M-V with the def2-TZVPD basis set", "elements": ["C", "C", "C", "C", "C", "C", "C", "N", "C", "S", "C", "C", "O", "N", "C", "N", "C", "C", "O", "C", "C", "C", "C", "O", "H", "H", "H", "H", "H", "H", "H", "H", "H", "H", "H", "H", "H", "H", "H", "H", "H", "H", "H", "H", "H", "H", "H"], "positions_angstrom": [[3.719441, 0.055841, 1.696766], [3.481896, 0.673212, 0.315227], [4.761590, 1.343314, -0.196554], [3.038484, -0.428378, -0.672485], [1.597750, -0.748810, -0.461788], [1.112293, -2.048066, -0.259539], [1.974290, -3.159497, -0.295730], [2.702672, -4.045276, -0.341961], [-0.262297, -2.190916, -0.020757], [-0.839481, -3.821099, 0.337760], [-2.495844, -3.955224, -0.430192], [-3.623460, -3.259293, 0.327418], [-3.772464, -1.926380, -0.059163], [-1.100009, -1.169303, -0.016466], [-0.650200, 0.076692, -0.226766], [-1.558379, 1.094558, -0.170427], [-1.655433, 2.106884, -1.203219], [-2.059671, 3.436827, -0.560214], [-3.274135, 3.304439, 0.136285], [-3.181330, 2.308568, 1.129433], [-2.817958, 0.943837, 0.532409], [0.722885, 0.324034, -0.425582], [1.394193, 1.669373, -0.421573], [2.475146, 1.675175, 0.482658], [4.553821, -0.639052, 1.665980], [3.936590, 0.844746, 2.411452], [2.829185, -0.473559, 2.028969], [5.098819, 2.082739, 0.524416], [4.572324, 1.847902, -1.141699], [5.543503, 0.603132, -0.341528], [3.664842, -1.310785, -0.545463], [3.167908, -0.059979, -1.695319], [-2.654748, -5.032501, -0.460860], [-2.425606, -3.569274, -1.446681], [-4.570729, -3.756766, 0.096927], [-3.444047, -3.342647, 1.410583], [-2.877639, -1.524712, -0.033643], [-0.716527, 2.202871, -1.744365], [-2.443123, 1.814521, -1.914559], [-2.223299, 4.199843, -1.322800], [-1.266633, 3.772520, 0.126724], [-4.159770, 2.264545, 1.608787], [-2.421391, 2.595080, 1.872812], [-2.700317, 0.215355, 1.332867], [-3.618650, 0.616256, -0.141666], [1.735568, 1.939081, -1.436700], [0.729922, 2.450195, -0.049786]], "forces_ev_per_angstrom": [[-0.166, 0.221, -0.320], [0.548, -0.232, 0.086], [-0.436, -0.076, 0.125], [-0.047, 0.215, 0.109], [-0.304, -0.105, -0.024], [-0.762, 0.935, 0.021], [0.360, -0.480, -0.074], [0.254, -0.222, 0.015], [0.134, -0.391, -0.024], [-0.094, -0.216, -0.031], [0.264, 0.355, 0.318], [-0.068, -0.323, 0.046], [-0.008, 0.432, -0.091], [-0.084, 0.235, -0.035], [0.488, -0.278, -0.055], [-0.037, 0.201, 0.098], [-0.064, 0.416, 0.014], [0.222, -0.084, -0.306], [-0.124, 0.071, -0.075], [-0.039, -0.371, 0.116], [-0.191, 0.321, 0.281], [0.058, -0.136, -0.017], [-0.145, 0.122, -0.139], [0.166, 0.005, 0.180], [0.112, -0.087, 0.009], [0.031, 0.066, 0.090], [-0.087, -0.064, 0.063], [0.065, 0.069, 0.073], [-0.009, 0.034, -0.114], [0.130, -0.083, -0.031], [0.038, 0.061, -0.051], [0.010, -0.048, -0.011], [0.049, -0.035, -0.033], [-0.112, -0.098, -0.048], [0.082, -0.031, 0.042], [-0.057, -0.107, -0.136], [-0.159, -0.095, 0.043], [-0.001, 0.011, -0.014], [0.116, 0.032, -0.023], [0.075, -0.039, 0.025], [-0.037, -0.025, -0.075], [0.075, -0.042, 0.028], [-0.070, -0.052, -0.036], [-0.081, -0.003, -0.039], [0.041, -0.057, 0.065], [-0.093, 0.048, 0.118], [-0.040, -0.070, -0.163]], "nbo_charge": [-0.624, 0.283, -0.624, -0.479, 0.113, -0.234, 0.265, -0.300, 0.138, 0.259, -0.544, -0.073, -0.763, -0.546, 0.459, -0.438, -0.240, -0.073, -0.518, -0.072, -0.254, -0.146, -0.086, -0.534, 0.212, 0.222, 0.214, 0.220, 0.208, 0.212, 0.248, 0.231, 0.238, 0.232, 0.181, 0.163, 0.494, 0.214, 0.195, 0.199, 0.163, 0.202, 0.165, 0.231, 0.207, 0.173, 0.211], "energy_ha": -1449.7573, "gap_ev": 8.78, "smiles": "CC1(C)Cc2c(C#N)c(SCCO)nc(N3CCOCC3)c2CO1", "de_lowest_kcal_mol": 60.78, "fmax_ha_per_bohr": 0.0235, "multiplicity": 1, "charge": 0, "homo_ev": -8.5}



{"formula": "C36H32BF2N3O4S2Tl", "method": "ωB97M-V with the def2-TZVPD basis set", "elements": ["Tl", "C", "C", "C", "C", "C", "C", "N", "C", "C", "C", "C", "C", "N", "C", "C", "C", "C", "C", "C", "N", "H", "H", "H", "H", "H", "H", "H", "H", "H", "H", "H", "H", "H", "H", "H", "C", "C", "C", "C", "C", "C", "C", "S", "O", "O", "O", "H", "H", "H", "H", "H", "H", "H", "O", "S", "C", "C", "C", "C", "C", "C", "C", "C", "C", "C", "C", "C", "H", "H", "H", "H", "H", "H", "H", "H", "H", "H", "F", "B", "F"], "positions_angstrom": [[-1.416000, -0.798949, -0.091036], [-1.746334, -0.820136, 3.718425], [-0.359151, -0.259390, 3.686361], [0.147924, 0.486782, 4.747951], [1.432455, 0.991251, 4.667344], [2.179036, 0.732353, 3.533295], [1.597011, -0.017305, 2.516412], [0.362465, -0.501816, 2.590173], [2.378423, -0.307735, 1.279189], [3.730616, -0.625929, 1.384982], [4.450366, -0.842561, 0.227413], [3.800174, -0.758758, -0.988947], [2.434474, -0.484895, -1.006144], [1.748007, -0.243718, 0.110876], [1.694005, -0.417535, -2.304345], [2.253904, -0.905959, -3.479139], [1.577240, -0.703775, -4.670310], [0.350836, -0.070101, -4.653288], [-0.183745, 0.310801, -3.425200], [-1.575301, 0.861959, -3.319235], [0.495948, 0.169137, -2.289334], [-1.752061, -1.859714, 3.395085], [-2.387396, -0.291062, 3.010149], [-2.184447, -0.739283, 4.713033], [-0.469977, 0.666507, 5.618119], [1.843533, 1.586936, 5.473182], [3.178102, 1.130497, 3.417660], [4.193756, -0.711924, 2.358285], [5.506493, -1.078008, 0.270063], [4.348011, -0.894868, -1.909056], [3.191569, -1.440464, -3.469003], [2.001977, -1.053492, -5.603515], [-0.210797, 0.091311, -5.562986], [-2.294531, 0.036630, -3.280550], [-1.828702, 1.494140, -4.172479], [-1.683953, 1.428551, -2.394948], [-2.342677, -2.102146, -5.197506], [-2.410219, -2.572369, -3.768390], [-1.341242, -3.105250, -3.142669], [-1.509784, -3.811500, -1.822363], [-2.574171, -3.053554, -1.054166], [-3.746258, -2.647302, -1.736224], [-3.693332, -2.450306, -3.086027], [-2.569980, -3.699071, 0.535806], [-3.254175, -4.960545, 0.696490], [-1.030990, -3.919851, 0.630985], [-2.951105, -2.677510, 1.508970], [-1.337495, -2.217755, -5.605713], [-2.647824, -1.055612, -5.302427], [-3.026666, -2.690697, -5.816676], [-0.386152, -3.152130, -3.663488], [-1.847613, -4.848206, -2.031625], [-4.656184, -2.435265, -1.180892], [-4.557613, -2.092389, -3.634520], [0.760403, 2.847278, 1.420115], [0.548273, 2.686562, -0.043110], [-0.003744, 4.297889, -0.644065], [0.132806, 5.399055, 0.184287], [-0.306553, 6.637620, -0.259082], [-0.881765, 6.765321, -1.517097], [-1.030041, 5.651171, -2.331562], [-0.598420, 4.407399, -1.891906], [2.194360, 2.802410, -0.783666], [2.376808, 2.762734, -2.159428], [3.663583, 2.778053, -2.672501], [4.756665, 2.821244, -1.814724], [4.560998, 2.851650, -0.442290], [3.273953, 2.839696, 0.080258], [0.569144, 5.261314, 1.165949], [-0.204789, 7.505797, 0.379907], [-1.227270, 7.733089, -1.857927], [-1.495049, 5.746423, -3.304520], [-0.733565, 3.529119, -2.511184], [1.526130, 2.702382, -2.826444], [3.813152, 2.740861, -3.744247], [5.760970, 2.821217, -2.219625], [5.411654, 2.873014, 0.227636], [3.085671, 2.846898, 1.146962], [0.462635, -2.664757, -0.723177], [-0.310527, -3.883141, -0.741587], [0.564765, -4.958618, -0.820128]], "forces_ev_per_angstrom": [[-0.014, -0.059, 0.011], [-0.008, -0.057, 0.005], [-0.042, 0.005, 0.003], [0.009, 0.001, 0.013], [-0.010, -0.004, -0.006], [0.004, -0.005, 0.010], [0.033, 0.023, -0.019], [-0.033, 0.057, -0.059], [0.010, -0.042, -0.016], [0.003, 0.009, 0.018], [0.015, -0.004, -0.011], [-0.051, 0.010, -0.012], [0.005, -0.028, 0.013], [-0.020, 0.007, 0.002], [-0.040, 0.087, 0.020], [-0.012, 0.000, -0.008], [0.045, -0.017, -0.007], [-0.021, 0.008, 0.017], [-0.003, -0.053, -0.001], [-0.017, 0.038, 0.047], [0.007, -0.052, 0.020], [-0.002, 0.006, -0.003], [0.011, 0.025, 0.005], [-0.005, 0.014, 0.002], [0.004, 0.001, 0.001], [0.000, 0.000, 0.001], [0.003, -0.001, -0.004], [0.001, 0.005, 0.003], [0.001, 0.001, -0.003], [0.016, -0.012, 0.015], [-0.001, -0.002, -0.024], [-0.009, -0.009, 0.006], [-0.018, -0.002, -0.012], [0.038, -0.004, 0.008], [-0.001, -0.016, -0.007], [0.004, 0.028, -0.002], [0.023, -0.001, 0.019], [0.016, -0.034, -0.040], [0.009, -0.024, -0.024], [0.065, 0.061, 0.037], [-0.035, -0.065, 0.015], [-0.010, -0.006, -0.008], [-0.011, 0.035, 0.032], [0.108, 0.037, -0.001], [-0.025, 0.021, -0.006], [0.002, -0.055, -0.040], [-0.019, 0.040, 0.021], [-0.008, 0.002, 0.010], [0.005, 0.022, -0.019], [-0.004, 0.006, 0.002], [0.000, -0.009, 0.003], [-0.028, 0.002, -0.006], [-0.005, -0.001, -0.016], [0.003, 0.008, 0.001], [0.001, 0.013, -0.026], [-0.001, 0.029, 0.002], [-0.010, 0.023, 0.018], [0.002, -0.003, -0.001], [-0.001, 0.002, -0.006], [0.000, 0.006, 0.007], [0.000, -0.013, -0.001], [-0.001, 0.011, 0.010], [0.019, -0.065, -0.021], [-0.004, 0.019, 0.018], [-0.008, -0.005, 0.004], [0.002, -0.001, 0.003], [-0.005, 0.003, 0.001], [-0.006, -0.004, 0.008], [0.001, -0.001, -0.001], [0.000, -0.002, 0.000], [0.001, -0.002, 0.000], [0.000, -0.002, 0.001], [-0.004, -0.011, -0.007], [0.013, -0.001, -0.002], [-0.004, -0.001, 0.002], [0.000, 0.002, 0.002], [-0.001, -0.001, -0.002], [0.002, 0.002, -0.002], [-0.041, -0.030, 0.007], [0.012, 0.039, -0.032], [0.042, -0.007, 0.010]], "mulliken_charge": [0.878, -1.284, 0.776, -0.627, -0.864, -0.834, 0.116, -0.017, 0.427, -0.707, -1.213, -1.328, 0.895, 1.261, 0.892, -1.382, -1.256, -0.797, 0.989, -1.844, 1.359, 0.247, 0.175, 0.432, 0.362, 0.392, 0.403, 0.624, 0.390, 0.386, 0.478, 0.424, 0.609, 0.019, 0.571, 0.036, -1.612, 1.292, -0.853, -0.049, -0.602, -0.530, -0.740, 1.424, -0.778, -0.443, -0.651, 0.294, 0.241, 0.491, 0.225, 0.107, 0.410, 0.332, -0.713, 1.030, -0.046, -0.576, -0.705, -0.412, -0.881, 0.218, 0.396, -0.250, -0.619, -0.602, -0.692, -0.065, 0.450, 0.391, 0.372, 0.408, 0.246, 0.129, 0.425, 0.393, 0.410, 0.464, 0.180, -0.113, -0.381], "energy_ha": -3049.9373, "gap_ev": 5.08, "de_lowest_kcal_mol": 0.00, "fmax_ha_per_bohr": 0.0022, "multiplicity": 1, "charge": -1, "homo_ev": -3.0}



{"formula": "C20H26Cl4F5NO17", "method": "ωB97M-V with the def2-TZVPD basis set", "elements": ["O", "C", "O", "C", "C", "F", "O", "H", "H", "H", "O", "C", "O", "C", "C", "F", "O", "H", "H", "H", "O", "C", "O", "C", "C", "F", "O", "H", "H", "H", "O", "C", "O", "C", "C", "F", "O", "H", "H", "H", "O", "C", "O", "C", "C", "F", "O", "H", "H", "H", "C", "N", "O", "O", "H", "H", "H", "Cl", "C", "C", "Cl", "H", "H", "H", "H", "Cl", "C", "C", "Cl", "H", "H", "H", "H"], "positions_angstrom": [[1.541158, -0.361416, -7.113913], [1.699234, -1.533169, -6.823722], [0.951429, -2.301774, -6.042159], [1.631828, -3.524587, -5.758877], [2.666898, -3.517971, -6.869301], [2.165543, -4.099478, -7.981203], [2.755192, -2.159578, -7.229439], [2.104407, -3.414669, -4.782823], [0.876795, -4.308570, -5.817228], [3.569129, -4.056941, -6.580178], [0.603711, 8.481601, -2.418683], [0.181140, 7.514931, -3.174697], [-0.385617, 6.443861, -2.710699], [-0.811860, 5.508835, -3.755246], [-0.597081, 6.249874, -5.058724], [-1.807736, 6.791851, -5.582315], [0.173393, 7.426184, -4.528465], [-0.169274, 4.693177, -3.423734], [-1.846824, 5.169410, -3.713482], [0.025980, 5.807125, -5.835819], [1.492740, -5.692847, 5.910550], [0.935946, -5.577146, 6.973341], [0.977255, -6.310306, 8.040977], [0.017133, -5.905289, 9.029033], [-0.167407, -4.448321, 8.617059], [0.345590, -3.566870, 9.405437], [0.242051, -4.490226, 7.261883], [-0.868965, -6.476915, 8.753022], [0.367637, -6.115776, 10.039449], [-1.210564, -4.146616, 8.522724], [7.705524, -1.751180, 3.260549], [7.630566, -0.963766, 2.352653], [6.901229, 0.178885, 2.362613], [7.369464, 0.943611, 1.237407], [7.908692, -0.132881, 0.281147], [9.016856, 0.358369, -0.293269], [8.295490, -1.090518, 1.205251], [6.640242, 1.619802, 0.791205], [8.192517, 1.590052, 1.542090], [7.320774, -0.593246, -0.512901], [-4.502099, 1.254548, -6.993485], [-5.188894, 0.975307, -6.060585], [-6.141540, 1.838202, -5.609272], [-6.850773, 1.218503, -4.505842], [-5.961029, 0.107951, -4.085122], [-6.693093, -0.952921, -3.928522], [-5.178801, -0.163169, -5.281166], [-7.157217, 1.873407, -3.690187], [-7.813784, 0.825802, -4.832181], [-5.216928, 0.225179, -3.297295], [0.450312, -2.519985, 0.724759], [0.995430, -1.398784, -0.036920], [0.210626, -0.525512, -0.298772], [2.180449, -1.355585, -0.247113], [0.213657, -2.156333, 1.724691], [1.225346, -3.270185, 0.567849], [-0.481447, -2.835114, 0.255064], [0.849143, 4.510830, 4.767685], [1.878282, 4.866551, 3.375262], [2.787847, 6.087688, 3.670983], [3.920344, 6.332261, 2.307529], [1.135945, 5.198217, 2.649301], [2.316174, 3.963343, 2.950349], [3.372971, 5.721620, 4.514617], [2.380597, 7.014554, 4.074922], [-6.163368, -0.861445, 4.664264], [-6.457566, -2.407051, 3.733920], [-7.839193, -2.614363, 3.229957], [-8.210443, -1.221308, 2.168528], [-6.283835, -3.295391, 4.341188], [-5.746553, -2.456152, 2.909214], [-8.574709, -2.697687, 4.030068], [-7.896064, -3.520491, 2.626801]], "forces_ev_per_angstrom": [[-0.631, -2.012, 0.766], [-1.143, 4.249, -0.073], [-1.135, 0.312, 0.554], [-0.257, 0.875, -0.330], [-0.629, -0.345, 0.043], [-0.258, -1.056, -0.630], [3.235, -2.226, -0.140], [-0.075, -0.330, 0.075], [0.465, -0.197, 0.071], [0.436, 0.746, -0.326], [-1.826, -4.869, -4.438], [1.248, 4.491, 2.416], [-1.845, -1.250, 1.025], [0.517, -0.093, 1.027], [0.506, 3.011, 1.330], [2.020, -1.308, 0.848], [-0.023, -0.063, -1.349], [0.007, -0.511, -1.410], [-0.091, 0.499, 0.599], [-0.510, 0.074, -0.060], [-0.633, -0.836, 1.208], [1.657, 1.218, -1.994], [1.188, -2.916, 1.452], [0.136, 0.059, -1.244], [-3.739, -2.006, -1.717], [2.538, 1.902, 1.242], [-0.683, 2.650, 0.494], [-0.256, 0.109, 0.620], [0.080, 0.167, -0.267], [-0.300, -0.342, 0.193], [-0.309, 1.110, -1.221], [-0.102, -0.991, 2.289], [0.184, 0.285, -0.620], [-0.558, 0.234, -0.633], [0.089, 0.926, 0.818], [0.891, 0.275, -0.741], [0.466, -1.345, -0.475], [-0.506, -0.471, 0.334], [0.261, -0.269, 0.055], [-0.433, 0.255, 0.194], [-0.244, -0.903, 0.726], [-0.055, 0.346, -0.182], [-0.573, -0.227, 1.155], [-0.469, 1.164, -0.344], [1.817, 0.161, -1.931], [-1.324, -2.477, 1.278], [0.267, 1.462, -0.364], [0.764, 0.626, -0.217], [0.223, -0.351, -0.463], [-0.412, 0.200, 0.357], [0.064, -1.025, -0.639], [-0.436, 0.841, 0.664], [-0.587, 0.886, -0.634], [0.709, -0.246, -0.345], [0.493, -0.304, 0.004], [-0.328, -0.284, 0.988], [0.103, 0.131, -0.027], [0.133, -0.296, 0.604], [-1.399, 1.963, -1.171], [1.037, -2.114, 1.056], [-0.361, 0.208, 0.199], [0.155, -0.119, -0.320], [0.557, 0.283, 0.558], [0.541, 0.203, -0.060], [-0.659, -0.135, -0.872], [-0.286, -1.207, -0.476], [0.734, -0.574, 0.396], [-0.476, 0.835, -0.333], [-0.587, -0.155, -0.183], [0.486, 0.360, 0.580], [-0.017, 0.368, 0.115], [-0.004, 0.306, -0.101], [0.150, 0.065, -0.005]], "mulliken_charge": [-0.572, 0.687, -0.314, -0.379, 0.295, -0.284, -0.304, 0.300, 0.276, 0.295, -0.594, 0.735, -0.324, -0.368, 0.324, -0.267, -0.336, 0.289, 0.261, 0.278, -0.549, 0.738, -0.352, -0.310, 0.301, -0.270, -0.323, 0.262, 0.284, 0.220, -0.531, 0.676, -0.308, -0.427, 0.299, -0.276, -0.299, 0.309, 0.268, 0.289, -0.493, 0.651, -0.326, -0.420, 0.313, -0.265, -0.325, 0.293, 0.262, 0.309, -0.644, 0.868, -0.527, -0.526, 0.268, 0.291, 0.270, -0.199, -0.422, -0.423, -0.197, 0.251, 0.356, 0.268, 0.367, -0.174, -0.459, -0.396, -0.183, 0.299, 0.329, 0.306, 0.279], "energy_ha": -4451.4814, "gap_ev": 10.58, "smiles": "O=C1OC[C@@H](F)O1.O=C1OC[C@@H](F)O1.O=C1OC[C@@H](F)O1.O=C1OC[C@@H](F)O1.O=C1OC[C@@H](F)O1.C[N+](=O)[O-].ClCCCl.ClCCCl", "de_lowest_kcal_mol": 14.31, "fmax_ha_per_bohr": 0.1330, "multiplicity": 1, "charge": 0, "homo_ev": -10.6}



- What is the multiplicity in the first record?
  1



- multiplicity of number 3 (C20H26Cl4F5NO17)?
  1